(1)
Formula: C2H4N2O2
Source: the Open Molecules 2025 dataset
Level of theory: ωB97M-V/def2-TZVPD

HOMO level (alpha / beta) (eV): -8.38 / -8.38
DFT total energy (eV): -9207.4388
Orbital gap (alpha / beta) (eV): 7.383 / 7.380
Relative energy (zero: lowest compared OMol25 entry of this formula, charge and spin) (eV): 7.7840

Element x y z (Å)
1 C 1.412 0.085 0.251
2 C 0.171 -0.435 -0.337
3 N -0.776 -0.873 0.504
4 N -1.304 1.239 -0.097
5 O -1.953 -1.066 0.100
6 O -2.336 0.783 -0.162
7 H 1.007 0.687 1.058
8 H 1.839 -0.735 0.633
9 H 1.982 0.710 -0.527
10 H -0.041 -0.395 -1.422

---

(2)
Formula: Cl2HgI2O12S
Source: the Open Molecules 2025 dataset
Level of theory: ωB97M-V/def2-TZVPD

HOMO level (eV): 4.54
Charge: -4
DFT total energy (eV): -80804.9508
Orbital gap (eV): 3.542

Element x y z (Å)
1 Hg -0.119 -1.244 -0.583
2 S -2.284 1.426 -1.031
3 O -2.208 2.872 -1.356
4 O -1.003 0.639 -1.216
5 O -3.130 0.837 0.067
6 O -3.005 0.898 -2.231
7 I -2.432 -2.840 -1.583
8 I 1.989 -3.321 -0.870
9 Cl 2.828 1.728 -0.858
10 O 1.944 0.611 -0.820
11 O 4.045 1.450 -0.071
12 O 3.279 1.707 -2.246
13 O 1.998 2.912 -0.599
14 Cl -0.283 -1.560 2.694
15 O -1.194 -0.859 3.699
16 O -1.266 -1.816 1.588
17 O 0.727 -0.673 2.035
18 O 0.116 -2.767 3.381

---

(3)
Formula: C39H37CrN2O4
Source: the Open Molecules 2025 dataset
Level of theory: ωB97M-V/def2-TZVPD

HOMO level (alpha / beta) (eV): -11.47 / -13.11
Charge: +2
2S+1: 4
DFT total energy (eV): -80615.9216
Orbital gap (alpha / beta) (eV): 6.296 / 3.432
Relative energy (zero: lowest compared OMol25 entry of this formula, charge and spin) (eV): 0.2820

Element x y z (Å)
1 C -1.700 4.717 2.442
2 N -0.463 4.124 2.012
3 C -0.050 2.765 2.275
4 C -1.000 1.616 1.871
5 C -1.185 1.670 0.369
6 C -2.364 1.721 2.564
7 C -0.291 0.318 2.258
8 N 1.229 2.720 1.591
9 C 1.836 4.001 1.883
10 C 3.027 4.446 1.041
11 C 4.286 3.742 1.508
12 C 5.038 4.250 2.576
13 C 6.101 3.499 3.099
14 C 6.409 2.246 2.552
15 C 5.702 1.773 1.443
16 C 4.651 2.526 0.910
17 C 0.635 4.926 1.776
18 O 0.613 6.116 1.491
19 H -1.572 5.806 2.479
20 H -2.498 4.458 1.734
21 H -1.977 4.360 3.442
22 H 0.115 2.657 3.373
23 H -0.207 1.718 -0.130
24 H -1.690 0.751 0.061
25 H -1.778 2.538 0.051
26 H -2.274 1.972 3.632
27 H -3.014 2.461 2.075
28 H -2.894 0.758 2.498
29 H -0.035 0.304 3.326
30 H -0.926 -0.549 2.039
31 H 0.630 0.190 1.673
32 H 1.806 1.910 1.836
33 H 2.141 4.014 2.958
34 H 2.840 4.220 -0.017
35 H 3.091 5.535 1.194
36 H 4.779 5.231 2.991
37 H 6.682 3.902 3.927
38 H 7.201 1.645 2.997
39 H 5.961 0.821 0.975
40 H 4.099 2.183 0.030
41 O -4.108 -6.275 -4.845
42 C -3.924 -5.854 -3.775
43 Cr -3.479 -5.338 -2.003
44 C -1.762 -4.919 -2.642
45 O -0.689 -4.737 -3.062
46 C -2.906 -7.148 -1.897
47 O -2.533 -8.248 -1.967
48 C -5.407 -5.420 -1.082
49 C -5.361 -4.288 -1.919
50 C -4.294 -3.386 -1.802
51 C -3.353 -3.487 -0.751
52 C -2.261 -2.536 -0.647
53 C -1.362 -1.742 -0.922
54 C -0.173 -1.046 -1.207
55 C 1.055 -1.676 -0.772
56 C 0.959 -2.938 -0.116
57 C 1.953 -3.887 -0.312
58 C 3.129 -3.512 -0.988
59 C 3.398 -2.144 -1.220
60 C 2.368 -1.212 -1.065
61 C -0.296 0.003 -2.210
62 C -1.582 0.567 -2.430
63 C -1.729 1.780 -3.097
64 C -0.619 2.351 -3.740
65 C 0.611 1.674 -3.736
66 C 0.762 0.487 -3.015
67 C -3.370 -4.670 0.017
68 C -4.424 -5.588 -0.090
69 H -6.166 -6.196 -1.221
70 H -6.115 -4.119 -2.691
71 H -4.177 -2.564 -2.513
72 H 0.052 -3.195 0.437
73 H 1.804 -4.924 0.030
74 H 3.853 -4.282 -1.282
75 H 4.378 -1.809 -1.571
76 H 2.558 -0.142 -1.199
77 H -2.469 0.079 -2.016
78 H -2.705 2.269 -3.118
79 H -0.716 3.310 -4.257
80 H 1.454 2.069 -4.313
81 H 1.693 -0.071 -3.074
82 H -2.544 -4.838 0.713
83 H -4.454 -6.461 0.564

---

(4)
Formula: C24H22F5N5O4Pt
Source: the Open Molecules 2025 dataset
Level of theory: ωB97M-V/def2-TZVPD

HOMO level (eV): -7.37
DFT total energy (eV): -57719.4379
Orbital gap (eV): 6.954
Relative energy (zero: lowest compared OMol25 entry of this formula, charge and spin) (eV): 0.0000

Element x y z (Å)
1 Pt 0.357 0.698 -1.191
2 C -0.813 5.705 -2.674
3 N -0.234 4.688 -1.803
4 C 0.846 5.163 -0.951
5 C -0.303 3.363 -2.085
6 N 0.662 2.524 -1.873
7 N -1.505 2.940 -2.640
8 C -1.911 1.621 -2.783
9 N -3.208 1.487 -3.180
10 N -1.124 0.640 -2.540
11 H -1.433 6.392 -2.098
12 H -1.411 5.257 -3.463
13 H -0.015 6.275 -3.157
14 H 0.540 6.114 -0.519
15 H 1.775 5.318 -1.509
16 H 1.014 4.463 -0.135
17 H 1.493 2.963 -1.494
18 H -2.259 3.602 -2.553
19 H -3.619 2.202 -3.756
20 H -3.543 0.554 -3.354
21 H -1.559 -0.270 -2.638
22 O 0.588 -1.420 -0.674
23 C 1.658 -1.609 0.288
24 C 2.338 -0.253 0.616
25 O 3.364 -0.202 1.259
26 O 1.730 0.831 0.212
27 C 2.643 -2.601 -0.335
28 C 3.865 -2.876 0.276
29 C 4.726 -3.812 -0.271
30 C 4.383 -4.498 -1.428
31 C 3.163 -4.239 -2.031
32 C 2.298 -3.298 -1.487
33 C 1.068 -2.237 1.559
34 C 1.528 -1.924 2.834
35 C 0.977 -2.544 3.946
36 C -0.033 -3.483 3.802
37 C -0.485 -3.807 2.532
38 C 0.065 -3.191 1.420
39 H -0.299 -1.355 -0.199
40 H 4.138 -2.350 1.178
41 H 5.673 -4.008 0.214
42 H 5.059 -5.229 -1.852
43 H 2.876 -4.772 -2.929
44 H 1.351 -3.100 -1.966
45 H 2.318 -1.197 2.958
46 H 1.340 -2.284 4.932
47 H -0.466 -3.958 4.673
48 H -1.276 -4.533 2.403
49 H -0.288 -3.467 0.434
50 F -4.677 1.449 4.078
51 C -3.932 0.973 3.068
52 C -3.305 1.829 2.186
53 F -3.446 3.157 2.327
54 C -2.540 1.332 1.146
55 F -1.997 2.242 0.298
56 C -2.340 -0.040 0.924
57 O -1.630 -0.515 -0.054
58 C -3.025 -0.874 1.830
59 F -2.956 -2.205 1.662
60 C -3.790 -0.392 2.873
61 F -4.411 -1.243 3.697

---

(5)
Formula: C36H52N3O3PtS
Source: the Open Molecules 2025 dataset
Level of theory: ωB97M-V/def2-TZVPD

HOMO level (alpha / beta) (eV): -10.30 / -10.30
Charge: +1
DFT total energy (eV): -62865.9467
Orbital gap (alpha / beta) (eV): 5.141 / 5.142
Relative energy (zero: lowest compared OMol25 entry of this formula, charge and spin) (eV): 0.3868

Element x y z (Å)
1 Pt -0.443 -1.552 -0.284
2 C 3.896 3.721 -1.950
3 C 4.323 2.960 -0.685
4 C 3.932 3.760 0.571
5 C 5.845 2.804 -0.695
6 C 3.600 1.618 -0.623
7 C 2.232 1.614 -0.586
8 C 1.547 0.404 -0.386
9 N 0.227 0.249 -0.187
10 C -0.747 1.172 0.040
11 C -0.561 2.513 0.408
12 C -1.631 3.368 0.470
13 C -2.920 2.848 0.207
14 C -3.189 1.519 -0.052
15 C -2.083 0.632 -0.099
16 O -2.221 -0.656 -0.253
17 C -4.613 1.003 -0.259
18 C -4.719 0.343 -1.645
19 C -4.944 -0.034 0.832
20 C -5.652 2.122 -0.175
21 C -1.378 4.839 0.795
22 C -2.663 5.668 0.817
23 C -0.440 5.416 -0.280
24 C -0.707 4.940 2.176
25 C 2.246 -0.874 -0.392
26 O 1.543 -1.949 -0.309
27 C 3.670 -0.860 -0.481
28 C 4.278 0.374 -0.556
29 C 4.500 -2.144 -0.451
30 C 5.953 -1.897 -0.867
31 C 3.919 -3.218 -1.389
32 C 4.471 -2.675 0.992
33 H 4.449 4.658 -2.025
34 H 2.832 3.959 -1.947
35 H 4.111 3.126 -2.839
36 H 4.461 4.714 0.594
37 H 4.196 3.199 1.469
38 H 2.861 3.967 0.602
39 H 6.309 3.789 -0.729
40 H 6.181 2.246 -1.570
41 H 6.193 2.302 0.210
42 H 1.677 2.527 -0.729
43 H 0.422 2.855 0.693
44 H -3.755 3.530 0.264
45 H -4.016 -0.480 -1.745
46 H -4.517 1.072 -2.432
47 H -5.727 -0.048 -1.792
48 H -4.288 -0.897 0.765
49 H -5.974 -0.374 0.714
50 H -4.840 0.409 1.825
51 H -5.502 2.866 -0.960
52 H -5.631 2.614 0.799
53 H -6.643 1.690 -0.309
54 H -3.142 5.688 -0.163
55 H -2.422 6.694 1.092
56 H -3.372 5.285 1.554
57 H -0.870 5.283 -1.274
58 H 0.533 4.921 -0.262
59 H -0.280 6.481 -0.109
60 H -1.337 4.479 2.938
61 H -0.553 5.986 2.440
62 H 0.263 4.442 2.187
63 H 5.356 0.390 -0.612
64 H 6.008 -1.428 -1.851
65 H 6.470 -2.855 -0.920
66 H 6.488 -1.281 -0.143
67 H 3.867 -2.847 -2.415
68 H 2.927 -3.517 -1.070
69 H 4.569 -4.094 -1.374
70 H 4.877 -1.939 1.687
71 H 5.057 -3.592 1.075
72 H 3.443 -2.894 1.274
73 N -5.689 -5.969 0.561
74 C -5.229 -5.390 -0.558
75 S -6.119 -5.349 -1.943
76 C -3.918 -4.704 -0.481
77 C -3.432 -4.193 0.724
78 C -2.260 -3.468 0.728
79 N -1.532 -3.250 -0.377
80 C -1.978 -3.767 -1.528
81 C -3.153 -4.482 -1.621
82 H -6.586 -6.424 0.531
83 H -5.107 -6.110 1.369
84 H -3.975 -4.299 1.651
85 H -1.892 -3.041 1.651
86 H -1.360 -3.599 -2.399
87 H -3.493 -4.855 -2.576
88 C 0.909 -4.015 2.416
89 C 0.803 -5.184 1.449
90 O 0.775 -4.678 0.115
91 H 0.554 -4.290 3.408
92 H 0.330 -3.173 2.037
93 H 1.942 -3.684 2.492
94 H -0.103 -5.771 1.646
95 H 1.661 -5.849 1.587
96 H 0.898 -5.410 -0.498

---

(6)
Formula: C20H21BrCrN2O2
Source: the Open Molecules 2025 dataset
Level of theory: ωB97M-V/def2-TZVPD

HOMO level (alpha / beta) (eV): -6.83 / -8.15
2S+1: 5
DFT total energy (eV): -126619.8039
Orbital gap (alpha / beta) (eV): 6.041 / 7.184

Element x y z (Å)
1 C 2.551 5.397 -0.994
2 C 2.979 5.045 -2.416
3 H 1.678 6.053 -0.999
4 H 3.353 5.927 -0.475
5 H 2.304 4.510 -0.411
6 H 2.263 4.385 -2.907
7 H 3.069 5.949 -3.023
8 H 3.953 4.551 -2.426
9 C -2.621 0.961 1.243
10 C -3.881 0.688 1.777
11 C -4.739 -0.206 1.121
12 C -4.308 -0.794 -0.063
13 H -1.900 1.621 1.737
14 H -4.166 1.140 2.724
15 H -5.706 -0.486 1.540
16 H -4.865 -1.575 -0.576
17 N -2.214 0.407 0.083
18 C -3.051 -0.454 -0.570
19 C -2.442 -1.068 -1.724
20 N -1.145 -0.672 -1.912
21 C -0.485 -1.110 -3.004
22 C -2.350 -2.489 -3.666
23 C -1.053 -2.010 -3.896
24 H 0.507 -0.677 -3.129
25 H -0.475 -2.330 -4.759
26 C -3.048 -2.019 -2.554
27 H -4.046 -2.368 -2.298
28 H -2.819 -3.210 -4.336
29 Cr -0.273 0.547 -0.601
30 C 1.403 0.975 -1.718
31 H 1.274 1.448 -2.703
32 H 1.990 0.051 -1.853
33 H 1.962 1.665 -1.063
34 Br 3.311 -1.667 0.489
35 C 2.676 -1.938 2.232
36 C 3.581 -2.389 3.199
37 C 3.153 -2.776 4.474
38 C 1.791 -2.712 4.781
39 C 0.883 -2.266 3.823
40 C 1.301 -1.826 2.562
41 C 0.208 -1.292 1.662
42 O -0.947 -1.745 1.782
43 O 0.597 -0.322 0.876
44 H 4.634 -2.490 2.957
45 H 3.872 -3.146 5.207
46 H 1.419 -3.037 5.754
47 H -0.180 -2.247 4.051

---

- DFT total energy of number 1 (C2H4N2O2)?
  -9207.4388 eV